No. 1
# C5H8O

C5H8O as an isolated structure (wB97M-V/def2-TZVPD, the Open Molecules 2025 dataset).

Cartesian coordinates (Å):
1 C -0.89 -0.35 1.64
2 C -1.21 -0.45 0.35
3 C 0.17 0.26 -1.66
4 C 1.38 0.12 -1.13
5 O 1.13 -0.92 -0.26
6 C -0.25 -0.86 -0.73
7 H 0.10 -0.62 2.00
8 H -1.61 0.04 2.36
9 H 0.74 1.45 1.28
10 H -2.20 -0.18 0.00
11 H -0.33 0.92 -2.35
12 H 1.21 1.98 1.04
13 H 2.37 0.58 -1.17
14 H -0.51 -1.81 -1.21

## Properties
- Highest occupied orbital energy: -8.9935 eV
- Spin multiplicity: 1
- LUMO level: 1.19 eV
- HOMO-LUMO gap: 10.18 eV
- Relative energy (zero: lowest compared OMol25 entry of this formula, charge and spin): 3.7579 eV
- Total charge: 0

Atomic partial charges in e from the Mulliken method, atoms 1 to 5: -0.952, -0.177, -0.240, -0.466, -0.394



No. 2
# C5H8O

One molecule with the formula C5H8O (wB97M-V/def2-TZVPD, the Open Molecules 2025 dataset).

Cartesian coordinates (Å):
1 C -1.93 -0.18 -0.37
2 C -0.51 -0.33 0.15
3 O 0.08 -1.34 -0.64
4 C 0.32 0.98 0.11
5 C 1.72 0.60 0.27
6 C 2.79 0.05 0.45
7 H -1.91 0.18 -1.41
8 H -2.41 -1.16 -0.37
9 H -2.52 0.51 0.24
10 H -0.54 -0.65 1.21
11 H 1.01 -1.39 -0.37
12 H 0.15 1.52 -0.83
13 H 0.03 1.64 0.93
14 H 3.73 -0.40 0.64

## Properties
- Highest occupied orbital energy: -10.0589 eV
- Spin multiplicity: 1
- LUMO level: 1.00 eV
- HOMO-LUMO gap: 11.06 eV
- Relative energy (zero: lowest compared OMol25 entry of this formula, charge and spin): 2.0000 eV
- Total charge: 0
- SMILES: C#CC[C@@H](C)O

Atomic partial charges in e from the Mulliken method, atoms 1 to 5: -1.362, 0.287, -0.501, -0.496, -0.369



No. 3
# C5H8O

A 2-piece molecular cluster, C5H8O overall (wB97M-V/def2-TZVPD, the Open Molecules 2025 dataset).

Cartesian coordinates (Å):
1 C -0.66 1.37 -0.80
2 C 0.20 0.39 -0.49
3 C 0.34 -0.89 -1.28
4 O -1.57 -1.21 1.39
5 C 1.05 0.51 0.67
6 C 1.76 0.58 1.64
7 H -0.74 2.27 -0.20
8 H -1.31 1.29 -1.67
9 H -1.80 -0.46 0.82
10 H 0.14 -1.74 -0.63
11 H 1.34 -0.99 -1.70
12 H -0.38 -0.91 -2.11
13 H -0.79 -0.88 1.87
14 H 2.41 0.67 2.48

## Properties
- Highest occupied orbital energy: -9.5308 eV
- Spin multiplicity: 1
- LUMO level: 0.73 eV
- HOMO-LUMO gap: 10.26 eV
- Relative energy (zero: lowest compared OMol25 entry of this formula, charge and spin): 2.4297 eV
- Total charge: 0
- SMILES: C#CC(=C)C.O

Atomic partial charges in e from the Mulliken method, atoms 1 to 5: -0.810, -0.052, -0.997, -0.653, -0.356



No. 4
# C5H8O

One molecule with the formula C5H8O (wB97M-V/def2-TZVPD, the Open Molecules 2025 dataset).

Cartesian coordinates (Å):
1 C -1.71 -0.73 -0.28
2 C 0.43 -0.97 0.64
3 C 1.23 -0.61 -0.35
4 O 1.07 0.53 -1.09
5 C 0.70 1.64 -0.29
6 C -0.97 -0.51 0.81
7 H -1.20 -0.82 -1.24
8 H -2.77 -0.91 -0.26
9 H 0.64 -1.87 1.21
10 H 2.08 -1.20 -0.69
11 H 0.87 1.35 0.75
12 H -0.35 1.92 -0.44
13 H 1.36 2.46 -0.55
14 H -1.39 -0.29 1.79

## Properties
- Highest occupied orbital energy: -8.4885 eV
- Spin multiplicity: 1
- LUMO level: 1.14 eV
- HOMO-LUMO gap: 9.62 eV
- Relative energy (zero: lowest compared OMol25 entry of this formula, charge and spin): 2.6049 eV
- Total charge: 0
- SMILES: C=C/C=C\OC

Atomic partial charges in e from the Mulliken method, atoms 1 to 5: -0.490, -0.341, -0.208, -0.371, -0.757



No. 5
# C5H8O

C5H8O as an isolated structure (wB97M-V/def2-TZVPD, the Open Molecules 2025 dataset).

Cartesian coordinates (Å):
1 C 0.49 -0.46 -1.35
2 C 0.62 -0.83 -0.02
3 C 0.84 0.01 1.21
4 C -0.65 0.17 1.09
5 C -1.10 1.13 0.23
6 O -1.77 0.73 -0.84
7 H 0.86 0.52 -1.66
8 H 0.57 -1.24 -2.09
9 H -1.03 0.03 -1.29
10 H 0.46 -1.88 0.20
11 H 1.37 0.95 1.02
12 H 1.23 -0.51 2.08
13 H -1.26 -0.72 1.22
14 H -0.64 2.12 0.19

## Properties
- Highest occupied orbital energy: -8.3516 eV
- Spin multiplicity: 1
- LUMO level: 0.76 eV
- HOMO-LUMO gap: 9.11 eV
- Relative energy (zero: lowest compared OMol25 entry of this formula, charge and spin): 3.7808 eV
- Total charge: 0

Atomic partial charges in e from the Mulliken method, atoms 1 to 5: -1.204, 0.069, -0.380, -0.328, -0.294



No. 6
# C5H8O

A 2-piece molecular cluster, C5H8O overall at a distorted geometry (wB97M-V/def2-TZVPD, the Open Molecules 2025 dataset).

Cartesian coordinates (Å):
1 C -1.05 -0.62 1.09
2 C -0.16 0.09 0.06
3 C 1.10 0.70 0.60
4 O 1.53 1.61 -0.36
5 C 0.00 -0.67 -1.17
6 C 0.03 -1.24 -2.23
7 H -0.94 -1.71 1.12
8 H -2.07 -0.41 0.80
9 H -0.87 -0.23 2.10
10 H -0.60 1.40 -0.52
11 H 0.90 1.15 1.58
12 H 1.76 -0.16 0.76
13 H 0.54 1.92 -0.70
14 H 0.07 -1.71 -3.19

## Properties
- Highest occupied orbital energy: -9.9118 eV
- Spin multiplicity: 1
- LUMO level: 0.49 eV
- HOMO-LUMO gap: 10.40 eV
- Relative energy (zero: lowest compared OMol25 entry of this formula, charge and spin): 4.3903 eV
- Total charge: 0

Atomic partial charges in e from the Mulliken method, atoms 1 to 5: -1.394, 0.225, -0.341, -0.459, -0.717



No. 7
# C5H8O

One molecule with the formula C5H8O (wB97M-V/def2-TZVPD, the Open Molecules 2025 dataset).

Cartesian coordinates (Å):
1 C 1.97 0.08 -1.08
2 C 0.65 -0.45 -0.71
3 C -0.36 0.60 -0.47
4 C -1.21 0.32 0.75
5 C -1.43 -1.03 1.25
6 O -0.48 -0.17 1.87
7 H 2.08 1.17 -1.25
8 H 2.43 -0.49 -1.89
9 H 2.57 -0.18 -0.19
10 H 0.01 1.64 -0.44
11 H -0.99 0.52 -1.38
12 H -1.93 1.10 1.01
13 H -2.32 -1.24 1.85
14 H -1.00 -1.86 0.69

## Properties
- Highest occupied orbital energy: -8.3711 eV
- Spin multiplicity: 1
- LUMO level: 0.26 eV
- HOMO-LUMO gap: 8.63 eV
- Relative energy (zero: lowest compared OMol25 entry of this formula, charge and spin): 4.9307 eV
- Total charge: 0

Atomic partial charges in e from the Mulliken method, atoms 1 to 5: -0.934, -0.250, -0.306, -0.030, -0.408



No. 8
# C5H8O

An isolated ion of composition C5H8O and charge +1 at a distorted geometry (wB97M-V/def2-TZVPD, the Open Molecules 2025 dataset).

Cartesian coordinates (Å):
1 C -0.91 2.28 -0.09
2 C 0.93 -2.52 0.62
3 C 0.24 -1.63 -0.28
4 O -0.25 -1.98 -1.38
5 C 0.09 -0.06 0.14
6 C -0.08 1.08 -0.73
7 H 0.58 0.96 -1.72
8 H -1.14 2.21 -1.21
9 H -1.77 2.21 0.70
10 H 1.25 -2.15 1.57
11 H 1.08 -3.49 0.18
12 H -0.13 3.12 0.42
13 H 0.91 0.13 0.93
14 H -0.79 -0.16 0.83

## Properties
- Highest occupied orbital energy (alpha / beta): -13.9532 / -14.2030 eV
- Spin multiplicity: 2
- LUMO level (alpha / beta): -7.42 / -7.42 eV
- HOMO-LUMO gap (alpha / beta): 6.54 / 6.78 eV
- Relative energy (zero: lowest compared OMol25 entry of this formula, charge and spin): 4.9506 eV
- Total charge: +1
- ⟨S²⟩: 0.770

Atomic partial charges in e from the Mulliken method, atoms 1 to 5: -0.773, -0.894, 0.788, -0.491, -0.548



No. 9
# C5H8O2

C5H8O2 as an isolated structure at a distorted geometry (wB97M-V/def2-TZVPD, the Open Molecules 2025 dataset).

Cartesian coordinates (Å):
1 O 2.69 0.77 0.63
2 C 1.95 0.05 0.02
3 C 0.50 0.28 -0.21
4 O -0.30 1.09 0.66
5 C -1.44 0.26 0.40
6 C -1.74 0.20 -1.06
7 C -0.66 -0.69 -0.46
8 H 1.66 -0.31 2.07
9 H 0.88 0.84 -1.13
10 H 2.29 -0.77 -0.65
11 H 1.10 -0.80 2.09
12 H -2.17 0.10 1.19
13 H -1.42 1.03 -1.68
14 H -2.66 -0.28 -1.38
15 H -0.69 -1.77 -0.49

## Properties
- Highest occupied orbital energy: -9.4677 eV
- Spin multiplicity: 1
- LUMO level: 0.93 eV
- HOMO-LUMO gap: 10.40 eV
- Relative energy (zero: lowest compared OMol25 entry of this formula, charge and spin): 4.7415 eV
- Total charge: 0

Atomic partial charges in e from the Mulliken method, atoms 1 to 5: -0.476, -0.591, 0.565, -0.390, -0.037



No. 10
# C5H8O2

One molecule with the formula C5H8O2 at a distorted geometry (wB97M-V/def2-TZVPD, the Open Molecules 2025 dataset).

Cartesian coordinates (Å):
1 C 0.12 1.97 -0.02
2 C -0.48 0.90 1.02
3 C -1.23 -0.26 0.39
4 C -0.56 -1.30 -0.33
5 C 0.80 -1.45 -0.56
6 H -0.68 2.19 -0.55
7 H 0.41 2.81 0.32
8 H 0.98 1.50 -0.78
9 H 0.37 0.59 1.63
10 H -1.22 1.39 1.75
11 H -2.16 -0.34 0.62
12 H -1.29 -1.79 -0.69
13 H 2.15 -2.91 -1.35
14 O 1.07 -2.52 -1.31
15 O 1.73 -0.76 -0.15

## Properties
- Highest occupied orbital energy: -9.7092 eV
- Spin multiplicity: 1
- LUMO level: -0.01 eV
- HOMO-LUMO gap: 9.70 eV
- Relative energy (zero: lowest compared OMol25 entry of this formula, charge and spin): 3.5841 eV
- Total charge: 0
- SMILES: CC/C=C\C(=O)O

Atomic partial charges in e from the Mulliken method, atoms 1 to 5: -1.190, -0.541, -0.336, -0.649, 0.688